Record 1
C4H8P2 | ωB97M-V/def2-TZVPD

```
14
Properties=species:S:1:pos:R:3
P -2.339 0.295 0.922
P -1.173 -1.347 0.434
C 0.240 0.118 -0.402
C 0.722 -0.544 -1.510
C 1.274 0.405 0.612
C -1.012 0.932 -0.296
H -1.680 -1.536 -0.853
H -1.619 0.285 2.116
H 1.467 1.518 0.694
H -0.677 1.832 0.211
H 0.782 0.076 1.474
H 2.061 -0.238 0.412
H 1.682 -1.101 -1.399
H 0.273 -0.695 -2.417
```

The expectation value of S² is 2.046. The relative energy (zero: lowest compared OMol25 entry of this formula, charge and spin) comes out at 1.744 eV. As for the spin multiplicity: 3. For the orbital gap (spin up / spin down), the calculation gives 7.5 / 7.5 eV. The molar mass is 118.056 g mol⁻¹.

Record 2
C10H22 | ωB97M-V/def2-TZVPD

```
32
Properties=species:S:1:pos:R:3
C 0.797 2.092 0.192
C 1.119 -2.088 1.737
C 0.451 1.360 -2.052
C 1.325 -2.142 0.222
C -0.160 -2.491 -0.253
C -0.364 -1.690 1.957
C -1.034 -2.683 1.114
C -0.201 2.160 -0.875
C -1.443 1.449 -0.417
C -0.413 3.560 -1.365
H 2.026 -2.979 0.108
H 1.397 -3.004 2.205
H -1.054 3.635 -2.219
H -1.314 0.375 -0.386
H -0.821 -1.748 2.919
H 0.733 0.991 0.395
H 1.264 1.940 -2.487
H 0.506 2.486 1.125
H -0.419 -0.715 1.524
H -0.355 1.209 -2.815
H -0.746 -1.879 -0.811
H -0.882 4.330 -0.649
H 0.778 0.363 -1.588
H -0.234 -3.447 -0.783
H -2.234 1.726 -1.100
H 0.498 3.970 -1.856
H -0.970 -3.713 1.620
H 1.862 2.335 -0.185
H -2.027 -2.316 0.785
H -1.888 1.688 0.564
H 1.623 -1.189 2.187
H 1.788 -1.214 -0.114
```

As for the SMILES: CC(C)(C)C.C1CCCC1. The relative energy (zero: lowest compared OMol25 entry of this formula, charge and spin) comes out at 2.273 eV. As for the spin multiplicity: 1. For the orbital gap, the calculation gives 11.5 eV. The molar mass is 142.286 g mol⁻¹.

Record 3
C30H62BF3O10PS | ωB97M-V/def2-TZVPD

```
108
Properties=species:S:1:pos:R:3
S -1.292 -5.004 -1.659
P -2.859 -0.171 -0.067
F -5.101 1.237 3.437
F -6.814 0.149 2.190
F -6.858 2.392 2.569
O 0.050 -0.362 -1.022
O 0.186 1.893 1.033
O -0.617 -2.283 0.119
O 1.712 -3.710 -3.880
O -2.151 -2.367 4.840
O -1.801 4.884 2.347
O 2.992 1.730 -5.066
O -4.370 -1.905 4.266
O 2.004 4.014 5.679
O 7.244 -4.538 -2.447
C -1.176 5.502 4.590
C 7.186 -5.868 -2.947
C 1.323 4.929 -0.843
C -2.214 1.076 1.261
C 2.898 -3.029 -3.491
C -3.387 -1.437 -1.439
C 0.735 -2.219 0.646
C -3.381 -1.291 1.394
C 7.900 -6.815 -2.002
C -3.313 -2.985 -1.209
C -2.247 4.908 3.698
C -0.643 1.091 1.579
C -2.533 -3.796 -2.400
C 1.922 2.694 5.150
C -5.170 1.624 0.917
C 2.627 1.717 6.070
C -2.657 1.013 -1.562
C -5.976 1.278 2.291
C 3.758 -3.928 -2.625
C -1.231 4.495 -0.305
C -2.797 2.581 -1.478
C -1.367 3.347 -1.364
C 1.211 3.804 -1.930
C -2.993 -2.038 3.948
C -2.366 -1.846 2.456
C 5.191 0.748 -5.120
C -0.113 3.007 -2.196
C -4.699 0.452 0.010
C 3.854 0.810 -4.408
C 0.060 5.292 -0.027
B -1.094 -0.953 -0.285
H -3.285 -4.464 -2.973
H -4.392 -3.411 -1.270
H -0.254 4.917 4.531
H 3.985 1.145 -3.377
H 0.010 6.081 0.806
H 8.176 -4.295 -2.372
H 0.143 -0.797 -1.895
H 3.437 -2.743 -4.397
H -0.132 2.175 -2.976
H -2.411 2.177 1.078
H -2.176 4.722 0.309
H 3.681 1.987 6.186
H -2.489 3.886 4.007
H -2.098 -2.935 2.154
H 5.062 0.433 -6.160
H -0.998 4.344 2.317
H -4.121 -2.152 1.147
H -3.427 3.044 -0.655
H 2.566 0.699 5.677
H -2.888 -3.411 -0.245
H 2.940 4.241 5.753
H 6.135 -6.147 -3.045
H 5.867 0.047 -4.622
H -3.159 5.507 3.743
H 7.858 -7.842 -2.373
H 2.371 2.687 4.153
H 2.619 -2.117 -2.952
H 2.181 1.738 7.067
H 4.676 -3.418 -2.324
H 5.660 1.735 -5.142
H -5.308 -0.496 0.299
H -4.521 2.512 1.189
H 0.956 -1.275 1.246
H -2.068 -3.107 -3.179
H -1.377 -1.335 2.643
H 0.865 2.434 5.054
H -0.139 0.442 2.402
H -4.393 -1.179 4.945
H 2.874 1.422 -5.974
H -4.092 -0.668 2.076
H 3.374 -0.174 -4.392
H -1.726 0.832 -2.232
H 2.290 5.492 -0.619
H 2.193 3.585 -2.489
H 1.551 -2.346 -0.162
H -1.507 5.531 5.632
H 8.949 -6.526 -1.885
H -2.665 0.916 2.322
H 0.854 -3.103 1.373
H -2.623 -1.243 -2.298
H 4.023 -4.841 -3.165
H -5.151 0.655 -1.042
H 3.214 -4.235 -1.727
H 1.237 -3.952 -3.071
H -4.409 -1.207 -1.920
H -3.235 2.999 -2.468
H -0.929 6.518 4.270
H -6.041 2.166 0.354
H -0.988 -5.838 -2.743
H -3.465 0.736 -2.358
H 7.446 -6.779 -1.009
H 7.643 -5.891 -3.942
```

As for the total charge: -1. As for the spin multiplicity: 1. For the orbital gap, the calculation gives 6.7 eV. The molar mass is 713.663 g mol⁻¹.

Record 4
CHAs2CuF12O3 | ωB97M-V/def2-TZVPD

```
20
Properties=species:S:1:pos:R:3
As 1.842 1.742 1.686
As -1.450 -2.367 0.679
Cu -1.410 0.747 -0.572
F 3.319 1.884 2.686
F -3.133 -2.812 0.864
F 2.547 2.857 0.497
F 2.587 0.410 0.810
F 0.340 1.446 0.775
F -1.644 -1.950 -1.025
F -0.965 -3.999 0.317
F -1.198 -2.641 2.392
F 0.188 -1.802 0.533
F -2.006 -0.668 0.945
F 1.230 3.166 2.477
F 1.228 0.615 2.870
O -1.237 1.049 -2.946
O 0.449 0.042 -1.953
O 0.639 0.487 -4.119
C -0.003 0.458 -3.041
H -1.323 1.335 -3.875
```

As for the total charge: -2. The relative energy (zero: lowest compared OMol25 entry of this formula, charge and spin) comes out at 0.000 eV. As for the spin multiplicity: 1. For the orbital gap, the calculation gives 7.6 eV. The molar mass is 502.382 g mol⁻¹.

Record 5
C10H23AlKO5P | ωB97M-V/def2-TZVPD

```
41
Properties=species:S:1:pos:R:3
K 0.944 -3.400 1.260
P 0.574 1.325 1.613
Al -2.183 -1.201 -2.057
O -0.259 0.746 2.854
O 1.990 0.889 1.626
O 2.678 -2.466 -0.635
O 0.296 2.860 1.849
O 1.863 -2.911 -2.660
C 1.820 4.067 0.334
C 0.256 -1.602 2.404
C 0.390 3.832 0.787
C -0.508 -2.405 -1.848
C -0.814 -0.567 2.724
C -0.231 0.843 0.095
C 2.816 -2.765 -1.798
C -1.734 1.136 -0.102
C 0.692 -1.961 -2.657
C -2.599 -0.095 -0.411
H 1.905 5.061 -0.111
H 1.129 -1.482 3.033
H -2.676 -0.779 0.445
H -3.620 0.279 -0.577
H -0.121 -2.441 -0.813
H -0.166 -2.561 2.596
H -2.029 -0.281 -3.387
H -3.399 -2.263 -2.264
H -1.578 -0.578 1.946
H 3.804 -2.941 -2.235
H 0.491 -1.828 -3.720
H 1.069 -1.008 -2.272
H -0.032 4.742 1.218
H -0.023 -0.216 -0.077
H 2.484 4.016 1.203
H 0.358 1.379 -0.663
H 2.170 3.312 -0.377
H -0.819 -3.414 -2.143
H -1.308 -0.795 3.671
H -0.269 3.537 -0.036
H -2.120 1.717 0.750
H -1.818 1.810 -0.964
H 0.580 -1.591 1.399
```

As for the spin multiplicity: 1. For the orbital gap, the calculation gives 7.0 eV. The molar mass is 320.343 g mol⁻¹.

Record 6
C30H42BaN5O3PSi2 | ωB97M-V/def2-TZVPD

```
84
Properties=species:S:1:pos:R:3
Ba -0.128 -0.412 0.096
P 1.467 1.330 3.048
Si -1.393 -0.758 -3.411
Si 0.043 -3.399 1.964
O 3.011 0.845 3.152
O 1.123 1.460 4.608
O 1.791 2.882 2.606
N -2.310 1.147 0.743
N -0.972 -1.617 -2.009
N 2.032 0.743 -1.200
N -0.358 -3.005 0.387
N -0.066 2.402 -0.318
C -3.569 3.154 0.672
C -1.059 -5.858 -1.906
C -0.168 -5.148 2.631
C -3.373 0.505 1.219
C -1.218 1.095 -3.053
C -2.388 2.450 0.450
C 3.029 -0.053 -1.582
C -1.385 -3.798 -3.069
C -3.185 -0.927 -3.987
C -4.585 1.134 1.450
C 4.454 1.808 -1.959
C -1.018 -3.021 -1.965
C 3.697 0.528 1.942
C -1.249 4.448 -0.570
C -0.973 -2.281 3.121
C 1.847 -2.898 2.343
C -1.182 3.119 -0.156
C -1.412 -5.190 -3.062
C 2.032 2.074 5.535
C 0.999 2.937 -0.922
C -0.702 -5.120 -0.783
C 3.419 2.636 -1.558
C -4.673 2.486 1.176
C -0.682 -3.720 -0.755
C 4.254 0.439 -2.002
C 2.194 2.069 -1.212
C -0.281 -1.022 -4.918
C -0.146 5.016 -1.174
C 0.991 4.256 -1.367
C 0.710 3.802 2.726
H -0.258 3.298 2.647
H -1.703 -5.729 -3.956
H 0.756 4.310 3.691
H -3.379 -0.269 -4.840
H 2.787 1.352 5.840
H -0.305 -2.048 -5.287
H 5.407 2.233 -2.244
H -1.659 -3.297 -3.990
H -1.060 -6.941 -1.863
H -5.428 0.576 1.833
H -0.853 -1.214 2.894
H 0.796 4.534 1.924
H 2.822 -1.118 -1.570
H -3.440 -1.945 -4.283
H -2.146 5.034 -0.452
H -0.577 -0.361 -5.738
H 1.925 -1.848 2.652
H 2.519 2.939 5.087
H -3.649 4.208 0.456
H 4.658 0.104 2.222
H -5.597 3.022 1.346
H 3.853 1.424 1.338
H 3.147 -0.219 1.363
H -3.244 -0.553 1.422
H -1.525 1.650 -3.944
H -0.676 -2.397 4.168
H 1.443 2.381 6.396
H 2.477 -3.045 1.461
H -0.432 -5.648 0.123
H 2.278 -3.490 3.156
H -1.168 -5.542 2.442
H -1.864 1.424 -2.232
H -2.038 -2.516 3.044
H -0.181 6.041 -1.518
H -0.187 1.382 -2.832
H -3.867 -0.642 -3.181
H 0.758 -0.792 -4.662
H 0.553 -5.833 2.179
H 0.002 -5.152 3.712
H 5.030 -0.235 -2.334
H 1.835 4.677 -1.892
H 3.575 3.703 -1.512
```

The relative energy (zero: lowest compared OMol25 entry of this formula, charge and spin) comes out at 0.382 eV. As for the spin multiplicity: 1. For the orbital gap, the calculation gives 4.0 eV. The molar mass is 745.172 g mol⁻¹.

Record 7
C35H32Cl2CrN8O9 | ωB97M-V/def2-TZVPD

```
87
Properties=species:S:1:pos:R:3
Cr -0.393 -0.161 -1.764
Cl -1.658 0.622 2.194
Cl 3.215 -1.387 3.486
O 3.995 6.686 0.519
O -0.612 -1.319 -3.111
O 3.669 5.884 -1.466
O 1.480 5.029 4.231
O 1.495 -0.202 -1.595
O 0.002 3.474 3.907
O 2.457 -1.414 -0.015
O 0.081 2.291 -2.147
O -0.229 1.220 -0.268
N 3.429 5.922 -0.261
N -2.262 0.222 -1.653
N 0.865 4.254 3.500
N -6.326 0.174 0.583
N 1.345 0.441 1.966
N -4.339 -0.837 1.226
N -4.479 0.526 -0.687
N -3.184 -7.592 -2.647
C -1.195 -2.946 -0.879
C 1.537 -1.139 3.807
C -0.399 -0.378 -5.295
C 0.794 3.321 -0.087
C -0.955 -1.518 -4.421
C -2.210 -5.367 -1.855
C 0.170 2.243 -0.916
C 2.579 1.088 2.100
C -0.336 -3.980 -1.281
C -0.379 -1.725 5.130
C -5.007 -0.027 0.373
C -3.080 -4.331 -1.493
C 2.436 5.047 0.257
C 0.778 -0.293 2.970
C -0.605 -0.294 3.224
C 2.146 5.082 1.614
C 0.468 3.376 1.262
C 1.155 4.250 2.113
C -2.492 -1.554 -4.551
C -0.653 -1.730 -0.314
C 1.772 4.160 -0.605
C 5.018 2.379 2.552
C -0.826 -5.170 -1.760
C 2.335 -0.375 -0.642
C 0.977 -1.826 4.867
C -0.375 -2.870 -4.885
C 3.248 0.833 -0.392
C 2.914 1.602 3.360
C -2.577 -3.145 -1.015
C -1.175 -0.976 4.282
C -3.287 0.363 -1.114
C 4.117 2.232 3.594
C -2.735 -6.593 -2.297
C 3.477 1.254 1.038
C 4.680 1.905 1.300
H 4.337 2.616 4.581
H 2.681 5.752 2.270
H -0.158 -5.970 -2.051
H -2.901 -0.573 -4.321
H -0.812 -2.232 5.978
H 0.728 -3.819 -1.197
H -1.295 -1.340 0.471
H -2.896 -2.268 -3.838
H -6.781 -0.188 1.398
H -0.838 -3.674 -4.318
H 2.190 1.506 4.158
H -0.308 2.750 1.669
H -4.148 -4.482 -1.585
H -2.237 -0.896 4.448
H -4.772 -1.106 2.094
H -0.737 -0.489 -6.324
H 5.382 2.028 0.486
H 0.352 -1.898 0.061
H 1.618 -2.443 5.479
H 2.853 1.682 -0.961
H 4.218 0.572 -0.829
H 0.687 -0.396 -5.264
H 0.764 0.673 1.161
H 0.693 -2.881 -4.686
H 2.030 4.129 -1.653
H -3.328 -0.766 1.246
H -6.835 0.749 -0.062
H -3.255 -2.347 -0.747
H -0.545 -3.028 -5.947
H -2.782 -1.842 -5.559
H -0.742 0.579 -4.903
H 5.968 2.869 2.710
```

The expectation value of S² is 0.768. As for the total charge: -1. The relative energy (zero: lowest compared OMol25 entry of this formula, charge and spin) comes out at 1.243 eV. As for the spin multiplicity: 2. For the orbital gap (spin up / spin down), the calculation gives 5.5 / 5.3 eV. The molar mass is 831.590 g mol⁻¹.

Record 8
C4H9FS | ωB97M-V/def2-TZVPD

```
15
Properties=species:S:1:pos:R:3
S 1.274 -0.397 -0.262
F -3.011 -0.548 -0.073
C 0.258 0.941 0.266
C -1.773 -0.385 0.374
C -1.176 0.905 -0.286
C 2.981 -0.206 0.187
H -1.227 0.725 -1.380
H 3.185 0.785 -0.212
H 3.157 -0.112 1.216
H 0.641 1.875 -0.341
H 0.329 1.085 1.331
H -1.747 -0.282 1.505
H -1.035 -1.101 0.002
H -1.701 1.842 -0.172
H 3.373 -1.052 -0.344
```

As for the SMILES: CSCCCF. The relative energy (zero: lowest compared OMol25 entry of this formula, charge and spin) comes out at 1.611 eV. As for the spin multiplicity: 1. For the orbital gap, the calculation gives 9.4 eV. The molar mass is 108.181 g mol⁻¹.

Record 9
C25H32N2P2Ti | ωB97M-V/def2-TZVPD

```
62
Properties=species:S:1:pos:R:3
Ti -0.059 -0.102 -0.181
P 0.088 -2.356 -1.108
P -2.080 0.877 -1.014
N 0.309 0.106 -3.305
N -0.898 -1.017 1.663
C 1.133 2.243 -4.104
C 2.404 1.670 -4.200
C 1.673 -1.881 -3.328
C 2.625 0.307 -4.000
C 1.492 -0.487 -3.595
C -1.367 -3.423 -0.856
C 1.456 -3.235 -0.274
C -2.305 1.060 -2.848
C 0.478 -2.687 -2.882
C -1.457 3.290 -3.725
C 0.845 3.600 -4.408
C 0.792 0.356 4.674
C -0.695 -0.298 2.893
C 0.571 -0.347 3.486
C 2.940 -2.437 -3.443
C -2.437 2.577 -0.453
C -0.240 1.110 5.246
C -0.421 4.113 -4.205
C 0.062 1.389 -3.656
C -1.734 0.459 3.443
C 3.886 -0.327 -4.153
C -3.626 -0.002 -0.604
C -1.495 1.169 4.628
C -1.236 1.949 -3.431
C 4.044 -1.664 -3.846
H 1.653 4.225 -4.795
H -0.157 1.307 0.584
H -3.602 -1.026 -1.000
H 1.370 -0.938 3.012
H -3.753 -0.040 0.487
H -1.614 -3.500 0.212
H 4.726 0.278 -4.503
H -3.311 1.461 -3.028
H -2.297 1.766 5.055
H -2.230 -3.004 -1.390
H -0.067 1.656 6.173
H -2.459 3.703 -3.578
H -2.231 0.043 -3.263
H 0.650 -3.767 -2.985
H -4.476 0.538 -1.046
H 1.148 0.588 -1.077
H 1.469 -4.285 -0.597
H 1.774 0.313 5.147
H -1.890 -1.129 1.444
H -3.401 2.923 -0.851
H -0.423 -2.396 -3.445
H 2.412 -2.762 -0.534
H -2.456 2.581 0.644
H -0.637 5.163 -4.416
H -0.504 -1.963 1.702
H -1.149 -4.426 -1.250
H 5.022 -2.141 -3.926
H -1.631 3.243 -0.787
H 3.235 2.293 -4.536
H 1.334 -3.189 0.818
H -2.713 0.479 2.949
H 3.069 -3.501 -3.222
```

The expectation value of S² is 0.755. As for the total charge: +1. The relative energy (zero: lowest compared OMol25 entry of this formula, charge and spin) comes out at 0.000 eV. As for the spin multiplicity: 2. For the orbital gap (spin up / spin down), the calculation gives 7.1 / 7.1 eV. The molar mass is 470.360 g mol⁻¹.

molar mass of number 1 (C4H8P2)? 118.056 g mol⁻¹

What is the spin multiplicity in the sixth record? 1